# 1
9
Properties=species:S:1:pos:R:3:forces:R:3 method="wB97M-V/def2-TZVPD" smiles=N#C[C@H](N)O homo_energy_ev=-10.6 homo_lumo_gap_ev=11.3 de_lowest_kcal_mol=27.3 total_charge=0
O 0.1571 -1.7177 0.1835 0.71 -0.16 0.06
N -0.2699 0.5414 0.2201 0.06 3.20 -0.20
N 2.8662 0.4864 0.1713 3.18 1.45 0.88
C 1.9573 -0.0764 -0.1727 -3.89 -1.89 -0.82
C 0.4882 -0.4856 -0.4124 1.50 -0.61 0.93
H 0.2933 -1.6240 1.1476 -0.24 -0.02 -0.66
H 0.4376 -0.6245 -1.4778 -0.76 0.07 -0.42
H -0.8802 1.1552 -0.4135 1.45 -1.36 1.24
H 0.4446 1.1436 0.7414 -2.00 -0.69 -1.01


# 2
9
Properties=species:S:1:pos:R:3:forces:R:3 method="wB97M-V/def2-TZVPD" smiles="[H]/N=C/NC=O" homo_energy_ev=-10.0 homo_lumo_gap_ev=10.8 de_lowest_kcal_mol=30.8 total_charge=0
O 1.9614 -0.2578 0.0216 -0.31 -0.08 -0.53
N -0.2988 0.8645 1.3115 -0.30 -0.02 -0.33
N -0.2952 -0.6825 -0.4934 0.14 -0.05 0.15
C 1.1117 -0.5229 -0.7785 0.59 0.09 0.21
C -0.8571 0.3932 0.2825 0.08 0.22 0.30
H -0.3497 -1.5681 0.0097 -0.36 0.08 -0.02
H -1.7822 0.7878 -0.1562 0.13 -0.11 0.10
H 1.3314 -0.6873 -1.8466 0.06 -0.02 0.08
H -0.8215 1.6732 1.6494 -0.04 -0.10 0.04


# 3
9
Properties=species:S:1:pos:R:3:forces:R:3 method="wB97M-V/def2-TZVPD" smiles="[H]/N=C/NC=O" homo_energy_ev=-9.7 homo_lumo_gap_ev=10.2 de_lowest_kcal_mol=87.6 total_charge=0
O 1.2727 -1.4370 -0.0948 1.96 5.13 2.05
N -1.4514 -1.0942 -0.2436 -1.92 4.62 3.36
N 0.3935 0.6875 -0.3463 2.87 -0.09 3.05
C -0.9586 0.0997 0.0828 -2.06 1.71 -1.86
C 1.5387 -0.1858 0.0902 -1.70 -5.41 -4.74
H -2.5398 -0.8888 0.2536 3.72 -1.33 -2.01
H 0.7772 1.7238 -0.1606 -2.50 -2.69 -0.18
H -1.7538 1.0112 0.3939 2.61 -2.31 -0.44
H 2.7215 0.0835 0.0247 -2.99 0.36 0.76


# 4
10
Properties=species:S:1:pos:R:3:forces:R:3 method="wB97M-V/def2-TZVPD" homo_energy_ev="1.8 / 1.8" homo_lumo_gap_ev="5.5 / 5.5" de_lowest_kcal_mol=44.5 total_charge=-2
O -2.6264 1.2961 -0.1785 2.03 1.28 -0.01
O 3.5692 0.4289 0.0076 0.48 1.12 0.99
N 2.2731 0.4215 -0.3317 1.09 -1.70 -1.81
N 1.1669 1.2214 0.1315 -0.39 -2.26 0.48
C 1.5452 -0.8382 -0.0213 -0.37 1.20 -0.76
C 0.4454 0.1091 0.2002 -1.32 1.24 1.72
H -1.7196 1.7870 -0.1935 -2.41 -1.31 0.02
H -0.6309 -0.0525 0.3668 0.39 0.75 -0.47
H 1.8857 -1.4295 0.8028 0.52 0.20 0.83
H 1.4258 -1.5078 -0.8463 -0.03 -0.52 -0.98


# 5
10
Properties=species:S:1:pos:R:3:forces:R:3 method="wB97M-V/def2-TZVPD" smiles="NC(=O)/N=C/O" homo_energy_ev=-10.0 homo_lumo_gap_ev=10.9 de_lowest_kcal_mol=14.0 total_charge=0
O -0.5150 -2.5081 -0.5527 -0.14 0.12 -0.02
O 1.7036 0.8011 0.1170 -0.42 -0.02 -0.01
N -0.2753 1.8937 0.4141 0.06 0.05 0.04
N -0.3600 -0.3105 -0.0993 0.21 -0.34 -0.06
C 0.4858 0.8028 0.1455 0.23 0.13 0.04
C 0.2149 -1.4217 -0.3216 -0.05 0.25 0.04
H 1.2914 -1.6027 -0.3496 -0.16 0.12 0.04
H -1.4395 -2.1993 -0.5163 0.14 -0.24 -0.02
H 0.1665 2.7588 0.6734 0.00 -0.11 -0.03
H -1.2725 1.7859 0.4896 0.15 0.04 -0.02


# 6
10
Properties=species:S:1:pos:R:3:forces:R:3 method="wB97M-V/def2-TZVPD" homo_energy_ev=-9.1 homo_lumo_gap_ev=9.0 de_lowest_kcal_mol=115.1 total_charge=0
O -1.1101 -2.0700 1.4085 0.28 0.30 -0.53
O 1.3847 -0.6507 1.0378 1.36 0.47 -0.45
N 0.5369 0.2567 -0.8651 -2.39 0.52 0.67
N -1.1445 0.0178 -0.5433 3.96 1.03 -1.60
C -0.7432 -0.9945 1.3046 -1.57 -1.21 2.88
C 1.3216 0.2920 0.2900 -0.24 -0.58 0.81
H 1.8200 1.2500 0.5522 0.13 -0.21 -0.52
H -1.2472 -0.2172 -1.5043 -1.02 0.03 -1.04
H -1.4594 0.9659 -0.3311 -0.03 -0.17 -0.28
H 0.6412 1.1501 -1.3491 -0.50 -0.18 0.07


# 7
10
Properties=species:S:1:pos:R:3:forces:R:3 method="wB97M-V/def2-TZVPD" homo_energy_ev=-9.0 homo_lumo_gap_ev=9.2 de_lowest_kcal_mol=100.0 total_charge=0
O -0.9455 1.1404 0.0838 -2.70 2.36 -2.86
O -2.3659 -0.4979 -0.1232 1.44 -0.36 -0.97
N 1.5498 0.4559 -0.1566 4.87 7.24 2.59
N 1.2037 -0.7143 -0.1310 -5.32 -6.59 1.46
C -0.0536 -1.1116 0.1768 2.44 -0.30 -2.15
C -1.1809 -0.1628 -0.0627 -2.35 -2.04 2.70
H 1.1498 1.2702 0.6063 0.98 -2.90 -2.97
H -0.1009 -2.2601 0.1319 -0.77 2.24 0.05
H -1.8859 1.5311 -0.4020 3.60 -1.31 2.31
H 2.6293 0.3492 -0.1234 -2.19 1.67 -0.18


# 8
10
Properties=species:S:1:pos:R:3:forces:R:3 method="wB97M-V/def2-TZVPD" smiles="[H]/N=C(/O)NC=O" homo_energy_ev=-10.2 homo_lumo_gap_ev=10.8 de_lowest_kcal_mol=20.1 total_charge=0
O -2.6581 0.0266 -0.8011 0.39 0.01 0.25
O 0.5488 0.1611 1.4770 0.18 0.01 0.03
N 1.9756 -0.1259 -0.2447 -0.30 -0.01 -0.05
N -0.4004 -0.0750 -0.5668 -0.01 -0.02 -0.07
C -1.6892 0.0863 -0.0823 -0.12 -0.01 -0.09
C 0.7814 -0.0233 0.1656 0.14 -0.03 -0.17
H -0.3355 -0.2473 -1.5611 0.05 0.03 0.11
H 1.4423 0.1833 1.8592 -0.22 0.02 0.10
H -1.7300 0.2716 1.0002 -0.01 -0.02 -0.13
H 2.0651 -0.2573 -1.2459 -0.10 0.01 0.01


# 9
10
Properties=species:S:1:pos:R:3:forces:R:3 method="wB97M-V/def2-TZVPD" smiles="[H]/N=C(/N)OC=O" homo_energy_ev=-9.7 homo_lumo_gap_ev=10.5 de_lowest_kcal_mol=41.5 total_charge=0
O 0.7716 0.5811 -0.0426 -1.96 -1.02 0.43
O 1.0804 -0.2897 2.1052 0.01 1.54 -1.48
N -1.1099 0.2767 -1.3997 -0.68 1.76 -3.28
N -0.7963 -1.2978 0.1774 0.67 -0.11 1.97
C 1.3253 0.4833 1.2015 0.61 -1.27 0.03
C -0.3977 -0.2346 -0.3439 -0.47 0.11 -1.34
H -0.3321 -1.4172 1.0908 -0.21 -0.37 -0.62
H 2.1783 1.1693 1.1275 -0.02 0.12 0.69
H -0.6435 0.8264 -2.1949 -0.76 -1.18 2.15
H -2.0762 -0.0975 -1.7213 2.81 0.41 1.47


# 10
10
Properties=species:S:1:pos:R:3:forces:R:3 method="wB97M-V/def2-TZVPD" homo_energy_ev=-10.1 homo_lumo_gap_ev=11.0 de_lowest_kcal_mol=117.7 total_charge=0
O 0.5841 -1.8473 -0.0980 0.61 -0.05 -0.06
O -0.2038 1.4211 -1.3049 -0.49 -0.08 -0.35
N 1.2839 -0.8800 0.6336 -1.05 1.66 0.40
N -1.2924 0.8898 -0.6027 0.49 -1.04 1.64
C -0.8959 0.2600 0.4588 -0.10 0.53 -1.11
C 0.5327 0.1474 0.8802 0.53 -1.01 -0.47
H -0.6065 1.6752 -2.1569 0.24 -0.06 0.61
H -1.6166 -0.2270 1.1323 -0.08 0.43 -0.71
H 1.2961 -2.4496 -0.3857 -0.49 0.33 0.29
H 0.9183 1.0103 1.4432 0.34 -0.72 -0.24


# 11
10
Properties=species:S:1:pos:R:3:forces:R:3 method="wB97M-V/def2-TZVPD" smiles="NC(=O)C(N)=O" homo_energy_ev=-10.0 homo_lumo_gap_ev=10.7 de_lowest_kcal_mol=13.0 total_charge=0
O -0.3200 1.8702 -0.0893 0.05 -0.47 0.02
O 0.2647 -1.5823 0.1464 -0.93 0.22 0.18
N 1.7836 -0.1285 -0.3805 -0.32 -0.25 0.11
N -1.7232 0.1016 0.3448 -0.13 0.20 0.01
C 0.5229 -0.3962 -0.0545 -0.15 -0.60 0.11
C -0.5437 0.6825 0.0614 -0.23 0.20 0.01
H 2.1977 0.7749 -0.5853 -0.05 -0.61 0.09
H 2.1080 -1.1022 -0.3404 1.72 1.08 -0.53
H -2.5479 0.6641 0.4564 0.01 0.01 0.00
H -1.7480 -0.9049 0.4453 0.03 0.21 -0.02


# 12
11
Properties=species:S:1:pos:R:3:forces:R:3 method="wB97M-V/def2-TZVPD" homo_energy_ev="-8.3 / -8.7" homo_lumo_gap_ev="7.1 / 7.5" de_lowest_kcal_mol=161.0 total_charge=0
S -0.5691 -0.3282 1.4709 -1.07 -1.10 1.31
O -1.9295 -0.8604 1.8478 2.01 0.69 -1.28
O -0.6793 1.6084 0.8811 0.41 -2.12 0.84
N -0.5910 2.3536 -1.2966 1.07 1.30 0.47
N -0.5284 2.3832 -0.0823 -1.31 3.10 -0.96
C 1.2764 -1.0436 -0.3747 -0.49 -1.48 -0.59
C 0.2267 -1.4699 0.2755 -2.21 -0.27 1.83
H -0.3486 1.5403 -1.8004 -0.36 -2.36 -0.44
H 1.8180 -1.6561 -1.0433 0.63 -0.83 -0.39
H 1.5643 -0.0525 -0.3732 0.47 2.09 0.19
H -0.2396 -2.4749 0.4951 0.84 0.98 -0.98


# 13
11
Properties=species:S:1:pos:R:3:forces:R:3 method="wB97M-V/def2-TZVPD" smiles="[H]/N=C(/NO)OC=S" homo_energy_ev=-9.7 homo_lumo_gap_ev=9.2 de_lowest_kcal_mol=82.4 total_charge=0
S -0.4239 1.9279 2.9712 0.19 -1.06 -1.05
O -0.7567 0.6633 0.6514 0.95 -0.75 0.35
O 0.3218 -0.5399 -2.5325 -1.83 -1.73 3.85
N -0.5823 0.1246 -1.5387 2.04 0.18 -0.13
N 0.3277 -1.4447 -0.0571 -0.12 2.67 0.35
C -0.1554 -0.2631 -0.2278 -2.29 -0.50 -1.95
C -0.0119 0.9140 1.7686 -0.80 1.35 0.16
H 0.3349 -1.3734 -1.8641 0.97 1.36 -2.72
H 0.9351 0.4531 1.6144 0.99 -0.35 0.68
H 0.5111 -1.5981 0.9247 -0.05 -0.55 0.21
H -0.5005 1.1362 -1.7101 -0.04 -0.62 0.25


# 14
11
Properties=species:S:1:pos:R:3:forces:R:3 method="wB97M-V/def2-TZVPD" smiles="O=S1(=O)CN=CN1" homo_energy_ev=-9.6 homo_lumo_gap_ev=9.5 de_lowest_kcal_mol=71.5 total_charge=0
S -1.1392 -0.1437 0.8209 0.32 -1.98 -2.68
O -1.0174 -0.0667 2.2356 -0.09 -0.01 0.85
O -2.2816 -0.8574 0.2001 1.65 1.87 1.19
N 0.2739 -1.2522 0.1554 0.33 4.38 -2.30
N 0.9745 0.6647 -0.8561 0.60 1.87 -0.24
C -0.0550 1.4159 -0.3988 -1.03 -0.36 -1.07
C 1.2026 -0.5580 -0.6131 -2.58 -0.61 1.90
H -0.9322 1.4420 -1.1297 1.13 0.46 1.06
H 0.5627 -2.0951 0.4760 0.57 -3.00 1.66
H 0.2857 2.4092 0.0880 -1.10 -1.87 -0.27
H 2.1260 -0.9588 -0.9783 0.20 -0.74 -0.10


# 15
11
Properties=species:S:1:pos:R:3:forces:R:3 method="wB97M-V/def2-TZVPD" homo_energy_ev=-9.1 homo_lumo_gap_ev=9.4 de_lowest_kcal_mol=47.1 total_charge=0
S -0.2965 1.7788 0.5498 -0.74 1.05 0.14
O 1.5144 -1.8309 0.7592 -0.03 0.92 -0.31
O -2.4289 -0.0545 -0.1164 -2.71 1.12 -1.51
N 1.4428 -0.0231 -0.7788 1.63 -0.18 -0.86
N -0.3932 0.0695 0.8328 2.51 0.48 -0.50
C 1.1991 -0.8337 0.2266 -2.02 0.77 0.33
C -1.4703 -0.5566 0.3384 1.57 -3.11 1.98
H -1.3406 2.2397 -0.2889 0.83 -1.33 0.76
H 2.3579 0.1569 -1.2365 -0.93 -0.80 0.74
H 0.7561 0.7212 -0.8781 0.30 0.28 -0.08
H -1.3407 -1.6673 0.5919 -0.41 0.80 -0.69


# 16
11
Properties=species:S:1:pos:R:3:forces:R:3 method="wB97M-V/def2-TZVPD" homo_energy_ev=-11.0 homo_lumo_gap_ev=9.7 de_lowest_kcal_mol=187.7 total_charge=0
O -0.6778 0.2516 -2.0958 -0.46 -0.21 -0.17
O 1.3064 1.1075 -2.1546 0.37 -0.03 -0.51
O 0.8772 2.3106 1.6585 0.60 0.72 1.19
N 0.2581 0.8333 -1.6178 0.53 0.22 -0.15
N 0.6261 1.8249 0.6293 -1.02 -1.05 -1.45
C -0.5130 -1.5109 0.7704 0.07 -0.22 0.15
C 0.1695 1.2635 -0.2890 0.00 0.51 0.98
H -0.7105 -2.5194 1.1148 -0.05 -0.14 0.06
H -0.6950 -1.4653 -0.2937 -0.08 0.02 -0.20
H 0.5238 -1.2735 0.9839 0.14 0.05 0.04
H -1.1649 -0.8223 1.2940 -0.10 0.13 0.06


# 17
11
Properties=species:S:1:pos:R:3:forces:R:3 method="wB97M-V/def2-TZVPD" homo_energy_ev="-9.2 / -10.1" homo_lumo_gap_ev="6.1 / 8.7" de_lowest_kcal_mol=132.4 total_charge=0
O -0.3692 1.6029 -0.0560 1.03 1.83 -0.06
O 2.2075 0.3668 0.1271 -1.51 0.91 -0.63
O -2.7520 -0.7730 -0.0400 -0.63 -0.56 -0.15
N -0.0243 -0.6853 -0.0181 0.77 -2.23 0.41
N -2.1107 0.2444 0.0377 2.66 -2.59 -0.13
C -0.6516 0.4296 -0.0086 -1.96 0.75 -0.38
C 1.3958 -0.8038 0.0181 -0.30 1.63 -1.57
H 1.6210 -1.3747 0.9057 0.41 -0.96 -0.26
H 1.5197 -1.2490 -1.0326 0.61 -0.24 1.51
H -2.5095 1.0863 0.2777 -1.96 2.87 0.59
H 1.6732 1.1556 -0.2111 0.89 -1.41 0.68


# 18
11
Properties=species:S:1:pos:R:3:forces:R:3 method="wB97M-V/def2-TZVPD" homo_energy_ev="-10.1 / -10.1" homo_lumo_gap_ev="8.4 / 8.4" de_lowest_kcal_mol=152.8 total_charge=0
O 0.0886 0.7465 -0.0535 -0.13 -0.51 -1.08
O -2.2163 -0.6071 -0.4193 1.27 -0.76 -0.16
O 1.0118 0.3957 -2.3369 -0.22 -0.59 1.19
N -0.1960 -1.2216 -1.1371 -1.50 0.28 1.17
N -0.9670 -1.0478 -0.0811 -0.29 -0.48 -1.07
C 0.9779 0.6842 1.0495 0.48 -0.11 -0.17
C 0.4238 -0.1037 -1.4359 0.32 1.79 0.39
H -2.7529 -0.8633 0.3495 0.10 0.33 0.11
H 0.8638 -0.2467 1.6139 0.04 -0.13 -0.21
H 0.7537 1.4950 1.7474 -0.01 0.10 -0.31
H 2.0126 0.7688 0.7035 -0.05 0.09 0.13


# 19
11
Properties=species:S:1:pos:R:3:forces:R:3 method="wB97M-V/def2-TZVPD" smiles="NN1C(=O)C1(O)O" homo_energy_ev=-8.9 homo_lumo_gap_ev=9.2 de_lowest_kcal_mol=98.6 total_charge=0
O 1.6044 -0.3737 1.0138 0.39 -0.06 -0.24
O 1.3542 -0.3040 -1.2320 0.29 0.03 0.09
O -1.5422 -2.0789 -0.0988 -0.75 -0.47 -0.25
N -0.5614 0.0993 0.1272 -2.96 3.12 -0.20
N -1.5019 1.3558 0.0920 1.39 -1.33 0.21
C 0.7296 -0.4977 -0.0379 -1.15 -0.60 -0.04
C -0.8071 -1.1601 -0.0309 2.56 -0.12 0.47
H 1.2108 -0.7031 1.8293 -0.10 0.00 -0.15
H -0.8917 2.1508 0.2784 0.01 -0.23 0.02
H 2.2394 0.0508 -1.0735 -0.02 -0.08 0.05
H -1.8341 1.4608 -0.8675 0.34 -0.26 0.03


# 20
11
Properties=species:S:1:pos:R:3:forces:R:3 method="wB97M-V/def2-TZVPD" multiplicity=3 s2=2.05 homo_energy_ev="-7.5 / -10.7" homo_lumo_gap_ev="6.7 / 6.2" de_lowest_kcal_mol=162.7 total_charge=0
O -0.2604 0.7019 -2.7484 0.18 1.42 -1.61
O -0.5935 -1.7441 1.1100 1.88 -1.40 3.78
O -2.2386 -1.7231 -0.2425 -4.54 -0.79 -2.00
N -0.4801 -0.0301 -1.8548 0.11 -0.75 -1.12
N -1.1678 -1.3478 0.1435 4.95 3.73 -3.24
C 1.0652 0.8999 0.8561 -2.23 1.81 -0.50
C -0.4521 -0.4555 -0.7526 -3.17 -2.81 3.70
H 1.7832 1.6440 1.1472 0.40 0.50 -0.21
H 1.4523 -0.0450 1.0772 0.51 -1.54 -0.04
H 0.1591 1.0574 1.5114 0.85 -0.21 -0.79
H 0.7328 1.0424 -0.2471 1.07 0.03 2.03